# 1
Molecular formula: C5H13NO4
Method: DFT, ωB97M-V/def2-TZVPD

XYZ file:
```
23
Properties=species:S:1:pos:R:3:forces:R:3:mulliken_charge:R:1
O 0.29033 -0.83185 -1.02444 -0.06 0.16 0.27 -0.578
O 1.95049 2.33442 -0.60248 0.16 0.02 -0.06 -0.541
O 3.11362 0.31790 -0.73248 0.02 0.09 -0.09 -0.478
O -0.56781 1.47586 -0.53681 0.13 -0.29 0.39 -0.421
N -0.16003 0.74558 0.61818 -0.32 0.34 -0.32 -0.383
C 0.24285 -0.43992 0.25010 0.04 -0.29 -0.35 0.989
C 2.34953 1.15975 0.05697 -0.67 -0.27 0.10 -0.054
C -2.84476 -0.64756 -0.60196 -0.07 -0.02 -0.06 -0.752
C -2.29122 -0.56953 0.77177 0.71 0.27 -0.11 -0.533
C 0.76804 -1.40048 1.24796 -0.02 0.01 0.02 -1.642
H 0.29145 -2.37242 1.11984 0.01 0.04 -0.01 0.422
H -0.09929 -0.08296 -1.52470 0.05 -0.02 0.06 0.516
H -2.54298 0.28274 1.38649 -0.07 -0.02 0.01 0.264
H 2.53460 -0.12997 -1.36515 0.04 0.04 0.08 0.372
H -3.93453 -0.81726 -0.59593 0.09 0.02 0.02 0.344
H 2.65568 2.65418 -1.19164 -0.05 -0.08 0.09 0.287
H -2.68729 0.28954 -1.14446 -0.01 -0.03 0.02 0.205
H 0.59058 -1.02359 2.25186 0.00 0.02 -0.04 0.364
H -2.40245 -1.46453 -1.17755 -0.02 0.03 0.04 0.217
H 0.12925 2.16429 -0.60240 0.05 -0.08 0.01 0.365
H 1.84178 -1.51188 1.08325 -0.03 0.03 -0.01 0.375
H 2.85329 1.35272 1.00291 0.08 0.04 -0.07 0.301
H -2.08112 -1.48505 1.31066 -0.04 -0.01 0.00 0.361
```
Forces are in eV/Å.

The value obtained for the orbital gap is 4.77 eV. The value obtained for the lowest unoccupied orbital energy is -0.73 eV. Its energy above the lowest of the compared OMol25 structures with the same formula, charge and spin is 720.9 kJ/mol. The total energy is -15068.6431 eV.

***

# 2
Molecular formula: C5H9NOS
Method: DFT, ωB97M-V/def2-TZVPD

XYZ file:
```
17
Properties=species:S:1:pos:R:3:forces:R:3:mulliken_charge:R:1
S 2.77961 -0.19182 -0.24304 -2.74 -1.10 0.30 -0.236
O -0.14578 0.94138 -0.47536 1.66 -0.23 1.87 -0.298
N 0.01630 -0.42923 -0.10960 -2.77 2.93 0.36 0.192
C -2.46586 -0.77297 0.28587 1.73 -0.85 0.37 -0.194
C 0.16884 1.76367 0.76261 -0.75 2.31 -0.31 -0.559
C -3.02161 0.26553 -0.67083 -1.06 0.09 0.52 -0.954
C -1.14705 -0.97947 0.57642 -0.44 -1.98 0.53 -0.217
C 1.21770 -0.89804 -0.00023 3.11 -1.63 0.21 -0.150
H -0.84288 -1.78732 1.37608 -0.66 1.65 -1.87 0.243
H -1.02755 2.00928 1.11854 3.81 -0.75 -0.04 0.250
H -3.13848 -1.56588 0.75225 0.70 1.64 -0.37 0.296
H 1.04032 1.20621 1.53838 -3.06 1.75 -2.45 0.278
H -3.72168 0.98641 -0.03623 1.62 -1.15 -1.58 0.228
H 1.04343 -1.97268 0.31353 1.00 0.99 -0.23 0.253
H 0.62360 2.92709 0.33875 -1.25 -3.93 1.27 0.222
H -2.22465 0.75565 -1.29887 -1.04 -0.22 1.09 0.279
H -3.68594 -0.28838 -1.36680 0.14 0.48 0.33 0.368
```
Forces are in eV/Å.

The value obtained for the orbital gap is 8.72 eV. The value obtained for the lowest unoccupied orbital energy is 0.35 eV. Its energy above the lowest of the compared OMol25 structures with the same formula, charge and spin is 594.3 kJ/mol. The total energy is -19698.1444 eV. As for the SMILES: C/C=C\N(C=S)OC.

***

- lowest unoccupied orbital energy of number 1 (C5H13NO4)?
  -0.73 eV

***

- Number 2 is which compound?
  C5H9NOS

***

Copy entry 1 word for word.
Molecular formula: C5H13NO4
Method: DFT, ωB97M-V/def2-TZVPD

XYZ file:
```
23
Properties=species:S:1:pos:R:3:forces:R:3:mulliken_charge:R:1
O 0.29033 -0.83185 -1.02444 -0.06 0.16 0.27 -0.578
O 1.95049 2.33442 -0.60248 0.16 0.02 -0.06 -0.541
O 3.11362 0.31790 -0.73248 0.02 0.09 -0.09 -0.478
O -0.56781 1.47586 -0.53681 0.13 -0.29 0.39 -0.421
N -0.16003 0.74558 0.61818 -0.32 0.34 -0.32 -0.383
C 0.24285 -0.43992 0.25010 0.04 -0.29 -0.35 0.989
C 2.34953 1.15975 0.05697 -0.67 -0.27 0.10 -0.054
C -2.84476 -0.64756 -0.60196 -0.07 -0.02 -0.06 -0.752
C -2.29122 -0.56953 0.77177 0.71 0.27 -0.11 -0.533
C 0.76804 -1.40048 1.24796 -0.02 0.01 0.02 -1.642
H 0.29145 -2.37242 1.11984 0.01 0.04 -0.01 0.422
H -0.09929 -0.08296 -1.52470 0.05 -0.02 0.06 0.516
H -2.54298 0.28274 1.38649 -0.07 -0.02 0.01 0.264
H 2.53460 -0.12997 -1.36515 0.04 0.04 0.08 0.372
H -3.93453 -0.81726 -0.59593 0.09 0.02 0.02 0.344
H 2.65568 2.65418 -1.19164 -0.05 -0.08 0.09 0.287
H -2.68729 0.28954 -1.14446 -0.01 -0.03 0.02 0.205
H 0.59058 -1.02359 2.25186 0.00 0.02 -0.04 0.364
H -2.40245 -1.46453 -1.17755 -0.02 0.03 0.04 0.217
H 0.12925 2.16429 -0.60240 0.05 -0.08 0.01 0.365
H 1.84178 -1.51188 1.08325 -0.03 0.03 -0.01 0.375
H 2.85329 1.35272 1.00291 0.08 0.04 -0.07 0.301
H -2.08112 -1.48505 1.31066 -0.04 -0.01 0.00 0.361
```
Forces are in eV/Å.

The value obtained for the orbital gap is 4.77 eV. The value obtained for the lowest unoccupied orbital energy is -0.73 eV. Its energy above the lowest of the compared OMol25 structures with the same formula, charge and spin is 720.9 kJ/mol. The total energy is -15068.6431 eV.

***

- The highest energy above the lowest of the compared OMol25 structures with the same formula, charge and spin belongs to which entry?
  C5H13NO4